2 unconnected molecules or ions with the total composition C5H7NOS2 in a non-equilibrium geometry, computed with wB97M-V/def2-TZVPD.

Output
**Net charge**: 0
**Multiplicity**: 1

```
16
C5H7NOS2 | the Open Molecules 2025 dataset | wB97M-V/def2-TZVPD
S 0.7821 -1.9651 -0.3612
S -2.6308 0.8101 -0.6912
O -2.0903 1.8103 0.2590
N -3.1435 -1.5556 0.2120
C -4.3778 -0.9026 0.3393
C 2.4665 0.1003 -0.7630
C -4.3506 0.3368 -0.1027
C -2.1094 -0.9676 -0.0388
C 1.6091 -0.5014 0.3922
H 1.7643 0.1972 -1.5546
H 2.2050 -0.7880 1.1551
H 3.2897 -0.7063 -0.7965
H 0.9875 0.2815 0.7670
H 2.8221 1.0037 -0.4489
H -5.1280 1.1812 -0.1288
H -5.1701 -1.3578 0.7518
```

A single C5H7NS molecule in a non-equilibrium geometry, computed with wB97M-V/def2-TZVPD.

Output
**Net charge**: 0
**Multiplicity**: 1

```
14
C5H7NS | the Open Molecules 2025 dataset | wB97M-V/def2-TZVPD
S 2.0083 -0.7789 0.2248
N 1.2845 -1.5073 1.3714
C 1.1366 0.7731 0.5105
C -1.6631 -1.4865 -1.4330
C -1.6603 -0.5065 -0.6770
C 0.0594 1.2042 -0.4013
C -1.2141 0.5642 0.0121
H 1.2742 -2.5043 1.4219
H 0.0996 1.0068 -1.5129
H -1.7466 0.9169 0.9573
H 0.8061 0.6692 1.5376
H 1.8973 1.5503 0.3913
H -2.0998 -2.2148 -2.1171
H -0.1819 2.3135 -0.2856
```

A single C5H7NS molecule in a non-equilibrium geometry, computed with wB97M-V/def2-TZVPD.

Output
**SMILES**: C=CN1CCC1=S
**Net charge**: 0
**Multiplicity**: 1

```
14
C5H7NS | the Open Molecules 2025 dataset | wB97M-V/def2-TZVPD
S 0.5067 1.8693 0.0299
N -0.1993 -0.7348 0.0092
C 1.8249 -0.7618 -0.0001
C -1.6295 -0.8286 0.1785
C 0.6739 0.2217 -0.0674
C 0.7035 -1.8512 -0.0707
C -2.4666 0.2293 -0.1373
H 0.7870 -2.5604 0.7242
H 0.5201 -2.3511 -1.0512
H 2.5888 -0.5678 -0.8364
H -1.8510 1.1902 -0.2092
H -3.5242 0.1079 0.0898
H 2.1608 -0.8837 1.1477
H -2.0320 -1.7574 0.1740
```

A single C5H7NS molecule in a non-equilibrium geometry, computed with wB97M-V/def2-TZVPD.

Output
**Net charge**: 0
**Multiplicity**: 1

```
14
C5H7NS | the Open Molecules 2025 dataset | wB97M-V/def2-TZVPD
S 0.1832 -0.4465 2.3392
N 0.3396 0.2806 -0.4742
C 1.1365 0.8723 1.6523
C -0.3376 -1.3228 0.9802
C -0.4030 0.7559 -1.6205
C -0.8530 -2.3424 0.3553
C 0.9453 1.1156 0.3159
H -0.3544 1.9486 -1.7324
H -1.1933 -1.9947 -0.6917
H -1.4023 0.6608 -1.4028
H -0.7067 -3.3499 0.6137
H 1.2678 2.0462 -0.1222
H -0.2478 0.2514 -2.5652
H 1.6258 1.5251 2.3524
```

A single C5H7NS2 molecule in a non-equilibrium geometry, computed with wB97M-V/def2-TZVPD.

Output
**Net charge**: 0
**Multiplicity**: 1

```
15
C5H7NS2 | the Open Molecules 2025 dataset | wB97M-V/def2-TZVPD
S -2.1332 2.5109 -1.1092
S -2.3240 -1.2074 0.1233
N -0.1637 0.9503 0.0032
C 0.0735 -0.3335 0.7791
C 0.0457 -2.5920 -0.1077
C 1.0622 1.6890 -0.3402
C -0.6457 -1.4887 0.1392
C -1.3380 1.3511 -0.3010
H 1.1571 -0.3360 0.8788
H -0.3861 -3.4155 -0.6275
H 1.1447 -2.3874 -0.0709
H 0.6048 2.4709 -0.9747
H 1.4501 1.9097 0.6653
H -0.2676 -0.1056 1.8268
H 1.7202 0.9844 -0.8845
```

A gas-phase ion, C5H7O3 (charge -1), computed with wB97M-V/def2-TZVPD.

Output
**SMILES**: O=CCCCC(=O)[O-]
**Net charge**: -1
**Multiplicity**: 1

```
15
C5H7O3 | the Open Molecules 2025 dataset | wB97M-V/def2-TZVPD
O 1.3300 -2.1204 -1.0113
O -0.7391 1.6965 -2.3709
O 2.0804 -0.0796 -0.3999
C 0.3773 -1.0882 0.9280
C -0.3248 0.2390 0.9956
C -0.2949 1.3545 -1.3010
C -1.0807 0.5550 -0.3075
C 1.3780 -1.1139 -0.2769
H 0.7491 1.5839 -1.0141
H -1.9706 1.1488 -0.0946
H 0.3782 1.0498 1.2105
H 0.9557 -1.2554 1.8333
H -1.0364 0.2630 1.8337
H -1.4148 -0.3776 -0.7755
H -0.3875 -1.8555 0.7506
```

A molecular structure, C5H7O4Sm in a non-equilibrium geometry, computed with wB97M-V/def2-TZVPD.

Output
**Net charge**: +2
**Multiplicity**: 6

```
17
C5H7O4Sm | the Open Molecules 2025 dataset | wB97M-V/def2-TZVPD
Sm -0.4477 -2.3514 -1.2183
O 1.8087 -0.0287 4.5143
O -2.3277 -1.5659 -0.4113
O -2.4007 0.2597 0.9814
O -0.5949 -0.1331 -0.3882
C -2.0144 -0.2499 -0.2954
C 1.2760 0.8304 3.9956
C -0.1661 0.8445 1.4362
C 0.6671 1.6959 3.1065
C -1.3949 0.1037 1.9547
H -0.1395 2.2463 3.6105
H -1.7923 0.5138 2.8920
H -2.5320 0.4149 -1.0137
H -0.3896 1.8621 1.0908
H -1.1704 -0.9662 2.1044
H 1.4084 2.3909 2.6903
H 0.7661 0.3227 1.2040
```

A molecular structure, C5H7O5P in a non-equilibrium geometry, computed with wB97M-V/def2-TZVPD.

Output
**Net charge**: -2
**Multiplicity**: 1

```
18
C5H7O5P | the Open Molecules 2025 dataset | wB97M-V/def2-TZVPD
P -0.7019 0.9605 1.3213
O 2.4097 1.3001 -0.4040
O 0.6678 2.4977 0.5167
O 2.6805 -1.7152 -0.8964
O 3.0175 -1.7970 1.3312
O 2.2882 3.4504 -0.6658
C 0.4198 -0.3778 0.5502
C 0.0359 -0.6307 -0.9411
C 2.6974 -1.2167 0.2718
C 2.0808 0.1628 0.5811
C 1.7277 2.4768 -0.1361
H -0.9645 -1.0802 -0.8496
H -1.7290 -0.0072 1.6744
H -0.0621 0.2438 -1.6182
H -1.3213 1.4179 0.2714
H 0.8992 -1.2306 -1.2640
H 2.2839 0.5805 1.5322
H 0.3742 -1.3222 1.1265
```

| no. | E_tot (hartree) |
| --- | --- |
| 1 | -1120.8505 |
| 2 | -647.4616 |
| 3 | -647.5665 |
| 4 | -647.4874 |
| 5 | -1045.7255 |
| 6 | -420.5017 |
| 7 | -1152.8825 |
| 8 | -912.2577 |